No. 1
The following is a quantum chemistry calculation of 11 unconnected molecules or ions with the total composition C24H75B2O9 in a non-equilibrium geometry, from OMol25.

The geometry in XYZ format:
```
110
C24H75B2O9 (the ωB97M-V functional and the def2-TZVPD basis)
O -18.541 5.303 -32.478
H -17.968 4.488 -32.551
H -18.063 6.094 -32.038
H -18.801 5.619 -33.428
B -19.202 6.112 -35.064
H -19.672 5.103 -34.719
H -18.044 6.054 -35.059
H -19.595 6.387 -36.117
H -19.500 6.973 -34.341
B -17.053 7.420 -31.456
H -16.322 6.571 -31.748
H -17.792 6.971 -30.681
H -16.450 8.325 -31.069
H -17.675 7.735 -32.378
C -15.709 3.998 -34.512
C -15.709 3.147 -33.269
C -14.789 3.661 -32.159
O -17.072 3.109 -32.816
H -16.060 5.018 -34.320
H -16.367 3.605 -35.283
H -14.675 4.194 -34.810
H -15.352 2.132 -33.488
H -13.770 3.821 -32.510
H -14.773 3.025 -31.271
H -15.206 4.611 -31.812
H -17.169 2.388 -32.182
C -21.323 6.730 -31.194
C -21.517 5.243 -30.966
C -21.658 4.848 -29.484
O -22.667 4.808 -31.696
H -20.490 7.103 -30.590
H -22.190 7.337 -30.921
H -21.082 6.946 -32.238
H -20.659 4.734 -31.414
H -20.696 4.939 -28.987
H -22.081 3.844 -29.427
H -22.436 5.464 -29.027
H -22.440 4.946 -32.623
C -21.207 11.621 -35.341
C -19.827 10.983 -35.358
C -19.657 10.040 -34.176
O -19.629 10.257 -36.569
H -21.293 12.350 -36.162
H -21.396 12.223 -34.453
H -21.970 10.890 -35.614
H -19.043 11.742 -35.243
H -20.342 9.187 -34.243
H -19.890 10.543 -33.238
H -18.686 9.544 -34.178
H -20.002 10.827 -37.252
C -15.194 12.928 -32.100
C -16.195 12.150 -31.262
C -16.133 12.584 -29.797
O -17.521 12.358 -31.706
H -15.328 14.009 -32.012
H -15.327 12.657 -33.148
H -14.171 12.715 -31.787
H -15.991 11.075 -31.330
H -16.571 13.568 -29.621
H -15.114 12.611 -29.390
H -16.647 11.903 -29.111
H -18.026 11.551 -31.519
C -14.107 9.715 -27.498
C -14.550 9.133 -28.842
C -13.603 8.109 -29.434
O -15.851 8.567 -28.661
H -13.959 8.884 -26.806
H -14.897 10.320 -27.054
H -13.223 10.339 -27.626
H -14.727 9.940 -29.565
H -13.401 7.304 -28.727
H -12.638 8.554 -29.711
H -13.908 7.743 -30.416
H -16.259 8.470 -29.546
C -16.205 4.944 -28.605
C -17.345 5.547 -27.766
C -17.816 4.554 -26.749
O -16.746 6.627 -27.043
H -15.387 4.476 -28.051
H -15.716 5.785 -29.098
H -16.622 4.242 -29.335
H -18.090 5.825 -28.521
H -18.104 3.598 -27.194
H -18.659 4.919 -26.154
H -17.023 4.342 -26.029
H -16.453 7.343 -27.669
C -14.050 8.405 -35.563
C -14.532 8.310 -34.133
C -14.142 9.551 -33.293
O -15.955 8.289 -34.184
H -14.673 9.063 -36.170
H -14.203 7.426 -36.026
H -13.007 8.718 -35.580
H -14.150 7.401 -33.658
H -14.967 10.263 -33.252
H -13.286 10.109 -33.679
H -13.974 9.291 -32.244
H -16.322 8.159 -33.288
C -19.533 9.472 -28.500
C -19.779 10.019 -29.893
C -20.222 11.475 -29.898
O -18.599 9.950 -30.681
H -19.362 8.391 -28.548
H -20.434 9.566 -27.887
H -18.679 9.908 -27.984
H -20.605 9.482 -30.372
H -21.154 11.643 -29.361
H -20.331 11.842 -30.921
H -19.435 12.103 -29.469
H -18.328 9.024 -30.759
```

Output
HOMO energy: -6.5 eV
2S+1: 1
lowest unoccupied orbital energy: 2.3 eV
molecular weight: 529.479 g/mol
net charge: -1
energy: -45883.15528 eV

***

No. 2
The following is a quantum chemistry calculation of 12 unconnected molecules or ions with the total composition C24H76N4O12 in a non-equilibrium geometry, from OMol25.

The geometry in XYZ format:
```
116
C24H76N4O12 (the ωB97M-V functional and the def2-TZVPD basis)
C -3.582 0.708 6.406
C -3.911 1.786 5.353
C -3.086 1.719 4.042
O -1.709 1.750 4.320
C -1.260 3.058 4.536
N -5.298 1.647 5.028
H -2.529 0.700 6.687
H -3.771 -0.293 6.018
H -4.091 0.915 7.347
H -3.875 2.787 5.783
H -3.329 2.452 3.273
H -3.291 0.723 3.649
H -0.836 3.356 3.577
H -0.551 3.026 5.363
H -2.035 3.776 4.807
H -5.311 0.729 4.607
H -5.603 2.260 4.286
C 1.937 -1.515 6.065
C 1.263 -0.188 5.760
C 1.611 0.396 4.342
O 2.990 0.341 4.068
C 3.405 0.642 2.692
N -0.201 -0.180 5.974
H 1.614 -2.202 5.283
H 1.594 -1.860 7.040
H 3.019 -1.416 5.983
H 1.699 0.548 6.436
H 1.157 1.382 4.246
H 1.092 -0.270 3.653
H 3.035 1.589 2.299
H 3.043 -0.115 1.997
H 4.490 0.580 2.614
H -0.686 0.626 5.607
H -0.614 -0.958 5.479
C -2.340 -4.000 -2.851
C -2.023 -4.948 -4.011
C -2.762 -4.617 -5.316
O -4.132 -4.696 -4.973
C -4.933 -4.138 -6.032
N -0.591 -4.882 -4.232
H -1.982 -2.981 -3.000
H -1.785 -4.347 -1.979
H -3.405 -3.939 -2.626
H -2.250 -5.943 -3.629
H -2.534 -5.347 -6.093
H -2.452 -3.595 -5.533
H -5.829 -3.706 -5.585
H -5.134 -4.957 -6.723
H -4.433 -3.356 -6.603
H -0.267 -5.031 -3.287
H -0.413 -3.948 -4.572
C -0.456 0.742 -3.463
C 0.776 0.692 -2.651
C 0.400 0.352 -1.146
O -0.373 1.406 -0.540
C -0.754 1.166 0.807
N 1.841 -0.133 -3.194
H -1.125 1.513 -3.081
H -1.059 -0.163 -3.386
H -0.214 0.923 -4.511
H 1.224 1.680 -2.759
H 1.365 0.175 -0.671
H -0.098 -0.617 -1.122
H -1.020 0.128 1.008
H -1.575 1.783 1.172
H 0.023 1.322 1.556
H 2.139 0.430 -3.978
H 2.539 -0.103 -2.465
C 2.199 2.739 -5.850
O 2.398 1.299 -5.650
H 2.203 3.277 -4.902
H 3.048 2.986 -6.488
H 1.348 2.839 -6.523
H 2.803 0.900 -6.424
C 5.086 -0.583 -2.543
O 4.190 -0.549 -1.534
H 5.757 0.228 -2.260
H 5.677 -1.496 -2.612
H 4.626 -0.394 -3.513
H 4.690 -0.893 -0.790
C 1.378 3.929 1.059
O 0.908 5.223 1.327
H 0.953 3.250 1.799
H 1.029 3.570 0.091
H 2.458 3.796 1.112
H 1.512 5.861 0.939
C 1.827 -2.641 1.024
O 1.663 -4.022 1.297
H 1.770 -2.479 -0.053
H 1.196 -1.929 1.556
H 2.859 -2.361 1.237
H 1.899 -4.238 2.202
C -2.652 -2.298 1.603
O -2.516 -3.624 1.985
H -3.494 -1.893 2.164
H -1.757 -1.777 1.942
H -2.864 -2.254 0.535
H -2.021 -4.154 1.356
C -2.759 4.905 0.790
O -1.805 5.872 0.550
H -2.714 4.034 0.135
H -2.660 4.517 1.804
H -3.780 5.280 0.721
H -0.960 5.543 0.865
C 1.802 -2.932 -5.181
O 0.700 -2.505 -4.434
H 1.974 -2.289 -6.043
H 2.634 -2.900 -4.477
H 1.688 -3.972 -5.488
H 0.985 -1.728 -3.948
C 3.838 2.834 -1.663
O 3.955 4.039 -0.954
H 3.652 2.007 -0.977
H 2.984 2.952 -2.330
H 4.787 2.675 -2.174
H 4.760 4.000 -0.433
```

Output
HOMO energy (alpha / beta): 0.3 / -6.8 eV
2S+1: 2
lowest unoccupied orbital energy (alpha / beta): 2.2 / 2.2 eV
molecular weight: 612.888 g/mol
net charge: -1
energy: -56642.93053 eV

***

No. 3
The following is a quantum chemistry calculation of 12 unconnected molecules or ions with the total composition C24H77N13O12 in a non-equilibrium geometry, from OMol25.

The geometry in XYZ format:
```
126
C24H77N13O12 (the ωB97M-V functional and the def2-TZVPD basis)
C 16.053 -20.875 9.120
C 16.429 -19.526 8.592
C 16.059 -19.436 7.051
O 14.826 -19.952 6.726
C 14.428 -19.814 5.393
N 15.855 -18.589 9.466
H 16.569 -21.107 10.052
H 16.508 -21.560 8.405
H 14.975 -21.035 9.104
H 17.511 -19.401 8.620
H 16.884 -19.920 6.528
H 16.033 -18.392 6.738
H 13.543 -20.437 5.262
H 15.091 -20.288 4.670
H 14.099 -18.819 5.091
H 14.858 -18.570 9.311
H 16.110 -18.837 10.411
C 6.532 -15.424 7.333
C 5.645 -14.386 8.042
C 5.654 -14.464 9.552
O 5.133 -15.633 10.097
C 5.114 -15.745 11.501
N 6.099 -13.035 7.621
H 6.549 -15.413 6.243
H 6.236 -16.442 7.586
H 7.571 -15.284 7.629
H 4.637 -14.510 7.647
H 5.115 -13.587 9.910
H 6.704 -14.376 9.831
H 5.338 -16.688 12.000
H 4.249 -15.336 12.022
H 5.828 -14.998 11.849
H 7.103 -12.931 7.653
H 5.707 -12.282 8.169
C -1.412 -14.935 -10.270
C -0.359 -15.990 -9.702
C 0.046 -15.787 -8.213
O 1.040 -14.798 -8.051
C 2.283 -15.188 -8.588
N -0.978 -17.260 -9.876
H -1.804 -15.243 -11.239
H -1.012 -13.930 -10.398
H -2.319 -14.746 -9.694
H 0.496 -16.082 -10.372
H 0.262 -16.772 -7.798
H -0.872 -15.500 -7.700
H 3.013 -14.394 -8.434
H 2.429 -15.372 -9.653
H 2.609 -15.950 -7.880
H -1.504 -17.506 -9.050
H -1.713 -17.130 -10.557
C 8.997 -19.501 -8.831
C 10.379 -18.782 -9.089
C 10.447 -17.299 -9.269
O 9.631 -16.835 -10.274
C 9.711 -15.394 -10.608
N 11.073 -19.295 -7.935
H 9.195 -20.568 -8.930
H 8.189 -19.166 -9.482
H 8.647 -19.422 -7.801
H 10.809 -19.151 -10.021
H 11.476 -16.953 -9.370
H 10.100 -16.732 -8.406
H 9.438 -15.263 -11.655
H 10.725 -14.995 -10.585
H 8.974 -14.822 -10.044
H 12.032 -19.020 -8.094
H 11.068 -20.290 -8.108
C 2.853 -24.097 -0.339
C 3.816 -23.876 -1.521
C 4.012 -25.153 -2.337
O 4.895 -25.924 -1.694
C 5.111 -27.180 -2.318
N 3.457 -22.726 -2.413
H 3.136 -24.914 0.324
H 1.874 -24.467 -0.645
H 2.662 -23.282 0.360
H 4.689 -23.491 -0.993
H 4.462 -24.856 -3.284
H 3.003 -25.564 -2.395
H 6.198 -27.246 -2.348
H 4.630 -27.234 -3.295
H 4.692 -27.948 -1.668
H 4.160 -22.152 -2.856
H 3.089 -23.221 -3.213
O 6.238 -11.547 1.407
H 6.064 -12.487 1.373
H 6.709 -11.419 2.231
O 1.660 -14.326 -2.665
H 1.103 -14.135 -3.419
H 2.553 -14.238 -2.998
O 5.938 -12.116 -3.560
H 6.450 -11.647 -4.218
H 5.740 -11.456 -2.895
C 16.789 -20.242 -4.435
O 16.303 -20.393 -3.359
N 17.026 -19.100 -4.926
N 17.348 -21.136 -5.126
H 16.554 -18.361 -4.424
H 17.509 -19.008 -5.808
H 17.419 -22.048 -4.698
H 17.793 -21.032 -6.026
C 9.247 -17.910 -1.276
O 9.111 -17.132 -0.400
N 8.715 -17.694 -2.465
N 9.876 -19.024 -1.246
H 8.370 -16.752 -2.574
H 9.355 -18.108 -3.128
H 10.520 -19.241 -0.498
H 9.873 -19.512 -2.130
C 13.350 -26.330 -2.343
O 13.478 -26.082 -3.535
N 13.319 -25.406 -1.425
N 13.232 -27.575 -1.922
H 13.553 -25.664 -0.477
H 13.600 -24.502 -1.777
H 13.360 -28.349 -2.558
H 13.184 -27.736 -0.926
C 12.724 -10.176 1.386
O 12.484 -10.278 0.210
N 12.778 -9.099 2.085
N 13.033 -11.103 2.203
H 12.450 -8.206 1.744
H 12.912 -9.287 3.069
H 13.045 -10.826 3.174
H 12.710 -12.000 1.868
```

Output
SMILES string: COC[C@H](C)N.COC[C@H](C)N.COC[C@H](C)N.COC[C@H](C)N.COC[C@H](C)N.NC(N)=O.NC(N)=O.NC(N)=O.NC(N)=O.O.O.O
HOMO energy: -8.8 eV
2S+1: 1
lowest unoccupied orbital energy: 0.4 eV
molecular weight: 739.959 g/mol
energy: -70071.88459 eV

***

No. 4
The following is a quantum chemistry calculation of a molecular structure, C24H78BrO23Pt in a non-equilibrium geometry, from OMol25.

The geometry in XYZ format:
```
127
C24H78BrO23Pt (the ωB97M-V functional and the def2-TZVPD basis)
Pt -0.441 0.604 -0.102
Br -3.056 1.299 -0.090
C 1.216 -4.488 0.911
C 2.029 -4.827 -0.371
O 1.500 -5.067 -1.425
C 3.543 -4.800 -0.127
H 1.565 -3.525 1.345
H 1.425 -5.190 1.745
H 0.151 -4.542 0.753
H 3.822 -3.981 0.574
H 4.111 -4.634 -1.067
H 3.958 -5.711 0.305
C -2.525 -0.277 -5.231
C -3.452 -1.429 -4.995
O -3.097 -2.421 -4.418
C -4.837 -1.394 -5.646
H -1.919 -0.096 -4.346
H -3.156 0.590 -5.539
H -1.927 -0.451 -6.165
H -5.415 -0.519 -5.373
H -5.334 -2.354 -5.420
H -4.635 -1.402 -6.737
C 3.725 1.641 -4.609
C 3.729 1.122 -3.182
O 2.830 1.385 -2.390
C 4.740 0.215 -2.667
H 3.412 2.670 -4.607
H 3.022 1.097 -5.258
H 4.716 1.574 -5.020
H 4.345 -0.236 -1.758
H 5.709 0.777 -2.601
H 4.992 -0.647 -3.283
C 2.916 -3.795 -4.074
C 1.737 -3.164 -3.422
O 1.825 -2.087 -2.792
C 0.435 -3.889 -3.666
H 3.073 -4.829 -3.752
H 3.805 -3.130 -3.984
H 2.668 -3.866 -5.118
H -0.332 -3.251 -4.160
H 0.040 -4.251 -2.703
H 0.513 -4.737 -4.206
C -3.531 -4.751 -2.581
C -3.512 -3.520 -1.747
O -2.618 -3.344 -0.942
C -4.682 -2.499 -1.765
H -3.266 -4.461 -3.616
H -4.518 -5.191 -2.516
H -2.823 -5.510 -2.224
H -4.418 -1.483 -1.396
H -5.366 -2.953 -1.018
H -5.164 -2.507 -2.735
C -5.747 2.386 6.085
C -5.101 3.400 6.954
O -4.581 4.360 6.449
C -4.927 3.179 8.431
H -5.783 2.623 5.048
H -6.788 2.152 6.475
H -5.223 1.455 6.037
H -4.161 3.837 8.869
H -4.608 2.185 8.536
H -5.893 3.204 9.050
C 7.320 -3.432 0.665
C 6.901 -3.077 2.068
O 5.847 -2.472 2.211
C 7.749 -3.510 3.228
H 6.791 -2.846 -0.060
H 7.044 -4.446 0.390
H 8.366 -3.313 0.488
H 8.051 -4.578 3.136
H 7.326 -3.261 4.246
H 8.670 -2.953 3.285
C -3.407 3.757 3.478
C -2.103 3.158 3.992
O -1.894 2.016 4.311
C -0.941 4.147 3.861
H -4.075 2.994 3.163
H -3.139 4.282 2.579
H -3.843 4.360 4.199
H -0.618 3.990 2.855
H -0.022 3.950 4.463
H -1.236 5.189 3.932
O -0.022 2.268 1.297
H 0.786 2.097 1.803
H 0.229 2.784 0.510
O -1.180 4.562 -2.472
H -1.202 4.675 -3.442
H -2.116 4.450 -2.163
O -0.479 -0.963 -1.882
H 0.337 -1.563 -1.955
H -1.142 -1.539 -1.521
O 1.777 -0.061 -0.103
H 2.346 -0.247 0.667
H 2.342 0.280 -0.804
O 0.926 5.989 -0.648
H 1.505 6.536 -1.194
H 0.383 5.521 -1.296
O -3.512 4.187 -1.435
H -3.657 3.406 -0.904
H -4.015 4.997 -1.090
O 2.534 2.396 2.378
H 2.879 1.487 2.353
H 2.612 2.876 1.505
O -4.544 6.913 -1.234
H -4.302 7.639 -0.689
H -4.805 7.301 -2.118
O -0.517 -1.256 1.183
H 0.106 -1.165 1.949
H -1.457 -1.212 1.537
O 3.295 -0.844 1.770
H 2.846 -1.201 2.527
H 4.199 -1.201 1.795
O 1.125 -1.074 3.356
H 0.922 -0.139 3.629
H 0.591 -1.531 4.007
O 0.306 2.421 -1.621
H 0.965 2.163 -2.315
H -0.466 2.999 -1.969
O 0.861 1.301 4.254
H 1.485 2.039 4.131
H -0.082 1.606 4.381
O 2.411 3.700 0.048
H 2.352 3.287 -0.842
H 1.835 4.484 -0.087
O -3.174 -1.594 1.547
H -3.330 -2.351 1.001
H -3.457 -0.923 0.943
```

Output
HOMO energy (alpha / beta): -10.1 / -10.8 eV
2S+1: 3
lowest unoccupied orbital energy (alpha / beta): -1.8 / -1.9 eV
molecular weight: 1009.847 g/mol
net charge: +1
energy: -146531.96365 eV

***

Question: The highest energy belongs to which entry?
Answer: C24H75B2O9

***

Question: What is the formula in the first record?
Answer: C24H75B2O9